i.
Density functional theory data (ωB97M-V with the def2-TZVPD basis set) for a cluster of 2 separate species, C6H15NO in total.

Results
Gap between HOMO and LUMO   9.54 eV
SMILES   C=C(CC)CCN.O

Geometry (Å):
C: -0.217 1.124 0.790
C: -0.017 -0.157 0.291
C: -0.333 -1.356 1.146
C: 0.808 -1.351 2.231
C: 0.463 -0.212 -1.129
C: 0.203 -1.569 -1.680
N: -1.194 -1.805 -1.837
H: -0.453 1.975 0.157
H: -0.728 1.490 1.631
H: -0.192 -2.349 0.617
H: -1.438 -1.210 1.504
H: 0.953 -2.156 2.956
H: 1.725 -1.286 1.641
H: 0.742 -0.402 2.903
H: 1.476 0.176 -1.123
H: -0.110 0.581 -1.629
H: 0.840 -2.373 -1.215
H: 0.680 -1.537 -2.747
H: -1.542 -2.697 -1.578
H: -1.616 -1.348 -2.647
O: 0.061 5.834 -0.047
H: 0.516 5.240 -0.606
H: -0.627 5.389 0.371

---

ii.
Density functional theory data (ωB97M-V with the def2-TZVPD basis set) for a structure of composition C6H15NO.

Results
Gap between HOMO and LUMO   8.50 eV

Geometry (Å):
C: 0.668 0.277 -0.953
C: 1.357 0.767 0.189
C: -2.136 1.106 0.291
C: -1.723 -1.165 0.961
C: 0.733 -1.123 -1.462
C: 2.504 -0.018 0.793
N: -1.142 0.079 0.505
O: 0.131 1.130 -1.863
H: 0.219 2.037 -1.541
H: 1.555 1.840 0.148
H: 0.010 0.493 0.869
H: -2.724 1.308 1.198
H: -2.837 0.839 -0.513
H: -1.654 2.049 0.017
H: -2.415 -1.589 0.217
H: -2.293 -1.043 1.893
H: -0.939 -1.905 1.141
H: 0.863 -1.836 -0.650
H: 1.583 -1.216 -2.148
H: -0.182 -1.375 -2.001
H: 3.402 -0.020 0.165
H: 2.237 -1.059 0.992
H: 2.783 0.422 1.753

---

What should be chosen as the most stable of them? Choose i.

---

i.
Density functional theory data (ωB97M-V with the def2-TZVPD basis set) for a cluster of 2 separate species, C6H15NO in total.

Results
Gap between HOMO and LUMO   9.40 eV
SMILES   CC/C=C/NCC.O

Geometry (Å):
C: -0.122 2.387 -1.737
C: 0.428 0.971 -2.073
C: -0.040 0.147 -0.899
C: 0.652 -0.744 -0.166
N: -0.095 -1.371 0.886
C: -0.230 -0.423 2.059
C: 1.080 -0.302 2.883
H: 0.544 3.245 -1.591
H: -0.610 2.479 -0.761
H: -0.889 2.697 -2.470
H: -0.073 0.555 -2.963
H: 1.482 1.041 -2.368
H: -1.120 0.172 -0.674
H: 1.669 -1.087 -0.387
H: 0.207 -2.267 1.239
H: -0.949 -0.920 2.714
H: -0.604 0.485 1.630
H: 1.964 -0.241 2.232
H: 1.144 0.477 3.633
H: 1.225 -1.260 3.415
O: -2.227 -1.980 -1.523
H: -1.692 -2.039 -0.726
H: -1.746 -2.018 -2.351

---

ii.
Density functional theory data (ωB97M-V with the def2-TZVPD basis set) for a cluster of 2 separate species, C6H15NO in total.

Results
Gap between HOMO and LUMO   9.18 eV
SMILES   C[NH+](C)[O-].C=C(C)C

Geometry (Å):
C: 2.319 -1.239 2.155
N: 1.247 -0.966 1.106
C: 1.345 -1.823 -0.047
O: 0.057 -1.055 1.697
H: 3.233 -0.582 2.051
H: 2.102 -1.083 3.240
H: 2.849 -2.208 2.250
H: 1.373 -0.002 0.799
H: 1.220 -2.916 0.288
H: 0.572 -1.769 -0.908
H: 2.386 -1.677 -0.625
C: -0.707 1.047 -2.326
C: -1.450 1.245 -1.274
C: -2.007 0.168 -0.402
C: -1.703 2.596 -0.671
H: -0.330 1.775 -2.904
H: -0.548 0.044 -2.544
H: -2.195 -0.877 -0.933
H: -3.118 0.486 -0.034
H: -1.548 -0.171 0.578
H: -0.854 2.863 0.010
H: -1.497 3.495 -1.338
H: -2.745 2.649 -0.169

---

iii.
Density functional theory data (ωB97M-V with the def2-TZVPD basis set) for a structure of composition C6H15NO.

Results
Gap between HOMO and LUMO   8.33 eV

Geometry (Å):
C: 0.789 0.664 -0.351
C: -1.054 -0.744 0.937
C: 0.781 -0.471 0.541
C: 2.743 0.491 -0.512
C: -1.613 -1.808 0.011
C: -1.958 0.469 1.025
N: 0.171 0.534 -1.591
O: 0.568 1.865 0.267
H: 0.419 2.571 -0.378
H: -0.931 -1.169 1.938
H: -0.363 1.339 -1.893
H: 0.754 0.270 -2.374
H: 1.180 -0.264 1.528
H: 1.067 -1.422 0.103
H: 3.302 -0.409 -0.250
H: 2.986 0.690 -1.559
H: 3.120 1.319 0.092
H: -2.942 0.208 1.441
H: -1.726 -1.438 -1.013
H: -2.612 -2.141 0.327
H: -0.977 -2.700 -0.012
H: -2.162 0.906 0.041
H: -1.543 1.240 1.680

---

iv.
Density functional theory data (ωB97M-V with the def2-TZVPD basis set) for a structure of composition C6H15NO.

Results
Gap between HOMO and LUMO   7.93 eV

Geometry (Å):
C: -0.797 -0.106 1.336
C: -0.034 -0.187 -0.996
C: -1.214 -0.459 -0.084
C: 2.242 1.164 -0.509
C: -1.467 1.150 1.859
C: 0.191 -1.276 -2.021
N: 1.413 0.043 -0.100
O: -1.002 -1.152 2.260
H: -1.187 -2.020 1.869
H: 1.964 -0.812 -0.060
H: 0.556 0.097 1.149
H: -0.122 0.794 -1.463
H: -1.549 -1.514 -0.137
H: -2.068 0.129 -0.427
H: 1.638 2.070 -0.433
H: 2.598 1.077 -1.542
H: 3.115 1.254 0.139
H: -1.196 1.334 2.897
H: -2.559 1.042 1.820
H: -1.178 2.013 1.260
H: 1.022 -1.037 -2.683
H: 0.341 -2.224 -1.501
H: -0.710 -1.381 -2.632

---

What should be chosen as the most stable of them? Choose i.

---

i.
Density functional theory data (ωB97M-V with the def2-TZVPD basis set) for the molecule C6H15NO.

Results
Gap between HOMO and LUMO   9.67 eV
SMILES   CCNCCCCO

Geometry (Å):
C: 0.926 2.843 2.114
C: 0.915 1.616 1.221
N: 0.062 1.863 0.060
C: 0.280 1.008 -1.144
C: -0.729 -0.113 -1.422
C: -0.906 -1.160 -0.316
C: 0.005 -2.427 -0.502
O: -0.703 -3.654 -0.420
H: 1.760 2.872 2.816
H: -0.035 2.937 2.619
H: 1.060 3.780 1.565
H: 0.693 0.753 1.882
H: 1.908 1.305 0.876
H: -0.892 1.821 0.394
H: 1.272 0.573 -1.052
H: 0.255 1.704 -1.982
H: -1.743 0.259 -1.628
H: -0.538 -0.627 -2.370
H: -0.585 -0.679 0.602
H: -1.934 -1.410 -0.062
H: 0.321 -2.320 -1.545
H: 0.906 -2.444 0.113
H: -0.588 -3.999 0.455

---

ii.
Density functional theory data (ωB97M-V with the def2-TZVPD basis set) for the molecule C6H15NO.

Results
Gap between HOMO and LUMO   9.77 eV
SMILES   CN[C@H](CO)C(C)C

Geometry (Å):
C: -0.297 0.888 -2.505
N: -0.536 -0.276 -1.607
C: 0.343 -0.144 -0.353
C: 0.866 -1.544 0.069
O: 0.943 -2.622 -0.885
C: -0.354 0.687 0.755
C: -1.416 -0.059 1.459
C: 0.680 1.255 1.843
H: -0.625 1.623 -1.770
H: -0.684 0.886 -3.447
H: 0.788 1.070 -2.827
H: -0.449 -1.217 -2.106
H: 1.307 0.425 -0.610
H: 0.231 -1.973 0.932
H: 1.807 -1.431 0.607
H: 0.080 -2.654 -1.477
H: -0.604 1.679 0.263
H: -1.915 0.593 2.196
H: -2.169 -0.639 0.877
H: -0.895 -0.742 2.175
H: 0.056 1.550 2.674
H: 1.359 2.081 1.613
H: 1.484 0.564 2.124

---

iii.
Density functional theory data (ωB97M-V with the def2-TZVPD basis set) for a cluster of 2 separate species, C6H15NO in total.

Results
Gap between HOMO and LUMO   10.13 eV
SMILES   C=C(C)CCCN.O

Geometry (Å):
C: 2.461 -1.024 -0.516
C: 1.217 -1.465 -0.441
C: 0.882 -2.780 0.246
C: 0.050 -0.649 -0.962
C: -0.790 -0.088 0.182
C: -0.101 1.063 0.912
N: -0.782 2.385 0.733
H: 2.820 -0.126 -1.007
H: 3.299 -1.618 -0.163
H: -0.139 -3.060 0.016
H: 0.987 -2.613 1.315
H: 1.665 -3.493 0.010
H: 0.457 0.146 -1.589
H: -0.519 -1.320 -1.611
H: -1.190 -0.850 0.849
H: -1.705 0.291 -0.277
H: -0.069 0.874 1.975
H: 0.941 1.097 0.624
H: -0.046 3.078 0.617
H: -1.140 2.671 1.639
O: -2.875 2.400 -1.221
H: -2.077 2.118 -0.726
H: -3.345 2.963 -0.606

---

What should be chosen as the most stable of them? Choose iii.

---

i.
Density functional theory data (ωB97M-V with the def2-TZVPD basis set) for a cluster of 2 separate species, C6H15NO in total.

Results
Gap between HOMO and LUMO   8.13 eV
SMILES   CCC(=CN)CC.O

Geometry (Å):
C: 2.325 -0.063 -0.550
C: 1.304 1.116 -0.293
C: 0.044 0.501 0.098
C: -1.144 0.760 -0.455
N: -1.322 1.536 -1.712
C: 0.036 -0.339 1.403
C: -1.289 -0.445 2.212
H: 1.980 -0.549 -1.471
H: 3.291 0.304 -0.729
H: 2.278 -0.851 0.297
H: 1.673 1.792 0.461
H: 1.149 1.500 -1.388
H: -2.012 0.318 -0.035
H: -2.185 1.253 -2.163
H: -0.568 1.503 -2.333
H: 0.523 -1.283 1.249
H: 0.651 0.256 2.100
H: -2.020 -1.172 1.793
H: -1.708 0.507 2.406
H: -1.143 -0.805 3.229
O: -0.634 -1.583 -1.420
H: 0.123 -2.052 -0.977
H: -1.351 -2.206 -1.723

---

ii.
Density functional theory data (ωB97M-V with the def2-TZVPD basis set) for the molecule C6H15NO.

Results
Gap between HOMO and LUMO   9.90 eV
SMILES   CCCC[C@H](N)CO

Geometry (Å):
C: 3.027 -1.041 -1.605
C: 1.916 -0.011 -1.725
C: 1.305 0.469 -0.383
C: -0.070 -0.236 -0.239
C: -0.868 0.081 1.048
N: -0.634 -0.982 2.005
C: -2.344 0.317 0.789
O: -2.546 1.497 0.048
H: 3.098 -1.532 -0.620
H: 4.055 -0.802 -1.875
H: 2.877 -1.874 -2.310
H: 1.068 -0.505 -2.212
H: 2.326 0.799 -2.339
H: 1.024 1.525 -0.335
H: 1.945 0.038 0.396
H: -0.673 0.158 -1.067
H: 0.034 -1.307 -0.370
H: -0.419 0.985 1.486
H: 0.291 -1.309 2.202
H: -1.259 -1.073 2.785
H: -2.969 -0.512 0.449
H: -2.817 0.504 1.784
H: -1.842 2.126 0.245

---

What should be chosen as the most stable of them? Choose ii.

---

i.
Density functional theory data (ωB97M-V with the def2-TZVPD basis set) for the ion C3H6N3 with charge +1.

Results
Gap between HOMO and LUMO   9.95 eV
Charge   +1
SMILES   C#CNC(N)=[NH2+]

Geometry (Å):
C: 0.768 0.178 -2.651
C: 0.718 -0.324 -1.575
N: 0.346 -0.832 -0.382
C: -0.217 -0.028 0.703
N: -0.550 -0.624 1.847
N: -0.613 1.164 0.420
H: 1.217 0.516 -3.539
H: 1.023 -1.563 -0.176
H: 0.088 -1.317 2.288
H: -1.216 -0.304 2.498
H: -1.399 1.485 0.924
H: -0.166 1.649 -0.358

---

ii.
Density functional theory data (ωB97M-V with the def2-TZVPD basis set) for a cluster of 2 separate species, C3H6N3 in total.

Results
Gap between HOMO and LUMO (alpha / beta)   10.96 / 6.66 eV
Charge   +1

Geometry (Å):
C: -0.146 -0.559 1.475
C: 0.807 0.231 -1.206
C: -0.509 -0.434 -0.688
N: 0.311 0.583 1.112
N: -0.644 -1.241 0.373
N: 0.071 0.861 -0.150
H: -0.148 -1.064 2.365
H: 1.726 -0.149 -0.863
H: 0.836 0.667 -2.120
H: -1.323 -0.372 -1.372
H: -1.448 -1.864 0.440
H: 0.466 3.341 0.633

---

What should be chosen as the most stable of them? Choose i.

---

i.
Density functional theory data (ωB97M-V with the def2-TZVPD basis set) for the molecule C2H8N2O.

Results
Gap between HOMO and LUMO   10.13 eV
SMILES   CCNNO

Geometry (Å):
C: 1.908 0.032 0.035
C: 0.435 0.162 -0.467
N: -0.357 -0.590 0.482
N: -1.734 -0.632 0.113
O: -2.430 0.650 -0.004
H: 2.553 0.560 -0.662
H: 2.197 -1.015 0.070
H: 2.030 0.473 1.021
H: 0.349 -0.319 -1.445
H: 0.151 1.220 -0.528
H: -0.287 -0.190 1.415
H: -1.829 -1.055 -0.812
H: -2.986 0.705 0.782

---

ii.
Density functional theory data (ωB97M-V with the def2-TZVPD basis set) for the molecule C2H8N2O.

Results
Gap between HOMO and LUMO   9.23 eV
SMILES   NCNCO

Geometry (Å):
N: 0.070 -1.595 -0.445
C: 1.163 -0.658 -0.339
N: 0.778 0.370 0.586
C: -0.408 1.165 0.096
O: -1.632 0.537 0.382
H: -0.705 -1.184 -0.966
H: -0.237 -1.862 0.486
H: 2.048 -1.184 0.036
H: 1.420 -0.252 -1.323
H: 0.523 -0.045 1.476
H: -0.331 1.379 -0.973
H: -0.368 2.110 0.642
H: -2.322 1.221 0.341

---

What should be chosen as the most stable of them? Choose ii.